Record 1
DFT (ωB97M-V/def2-TZVPD) results for a 2-piece molecular cluster, C14H21N2O8P overall.

```
46
Properties=species:S:1:pos:R:3:nbo_charge:R:1
C -1.158 -1.448 2.788 -0.632
C -1.428 -2.117 1.465 0.000
C -1.461 -3.507 1.446 -0.210
C -1.705 -4.210 0.277 -0.183
C -1.896 -3.518 -0.903 -0.201
C -1.872 -2.136 -0.911 -0.164
C -1.648 -1.433 0.263 -0.080
C -1.651 0.076 0.232 -0.225
N -0.380 0.717 -0.291 -0.416
C 0.878 0.008 0.086 -0.289
C 2.169 0.860 -0.116 0.103
C 2.707 0.567 -1.521 -0.571
C 3.666 1.613 -2.010 0.444
O 3.724 1.977 -3.149 -0.506
O 2.028 2.257 0.088 -0.518
C 0.919 2.743 -0.642 -0.098
C -0.353 2.193 -0.004 -0.444
P -0.311 2.681 1.765 2.346
O 0.285 4.014 1.848 -1.081
O -1.808 2.644 2.307 -0.977
O 0.480 1.599 2.616 -1.011
H -1.741 -0.545 2.953 0.195
H -0.111 -1.194 2.936 0.222
H -1.436 -2.136 3.579 0.228
H -1.305 -4.048 2.367 0.209
H -1.743 -5.286 0.327 0.219
H -2.059 -4.074 -1.811 0.225
H -2.031 -1.598 -1.827 0.228
H -1.861 0.450 1.224 0.209
H -2.448 0.409 -0.425 0.233
H -0.448 0.603 -1.338 0.488
H 0.935 -0.829 -0.600 0.288
H 0.817 -0.358 1.100 0.223
H 2.873 0.526 0.639 0.203
H 1.854 0.448 -2.177 0.257
H 3.303 -0.343 -1.494 0.251
H 4.345 2.066 -1.269 0.109
H 0.908 3.822 -0.646 0.243
H 0.942 2.359 -1.666 0.207
H -1.243 2.616 -0.461 0.266
H -1.895 2.024 3.042 0.513
H 1.127 2.049 3.176 0.535
N 0.008 -0.654 -3.340 0.721
O -0.204 -0.933 -4.504 -0.410
O 0.712 -1.368 -2.596 -0.533
O -0.484 0.415 -2.824 -0.616
```

total energy	-1598.80654	hartree
spin multiplicity	1
LUMO level	-0.161	eV
Kohn-Sham gap	0.3347	hartree
E_HOMO	-9.27	eV

Record 2
DFT (ωB97M-V/def2-TZVPD) results for C14H21N3O5RhS3Se as an isolated structure.

```
48
Properties=species:S:1:pos:R:3:nbo_charge:R:1
Rh -0.838 0.079 -0.668 1.168
O -0.960 -1.770 -1.235 -0.544
N 0.176 -2.357 -1.648 -0.115
C 0.116 -3.296 -2.663 -0.088
C 1.154 -4.136 -2.892 -0.272
C 2.324 -4.072 -2.103 -0.369
C 2.415 -3.042 -1.152 -0.300
C 1.373 -2.181 -0.938 0.000
S 1.446 -0.847 0.147 -0.358
H -0.791 -3.270 -3.244 0.207
H 1.086 -4.848 -3.702 0.190
H 3.149 -4.745 -2.268 0.177
H 3.323 -2.887 -0.586 0.201
S -1.226 0.038 -3.934 0.117
C 0.162 0.724 -3.125 -0.315
N 0.230 2.138 -3.112 -0.623
C 1.517 2.550 -2.597 -0.241
C 2.516 1.825 -3.490 -0.531
S 1.786 0.172 -3.774 0.259
H -0.567 2.561 -2.645 0.430
H 1.664 2.256 -1.544 0.230
H 1.617 3.637 -2.675 0.203
H 3.504 1.715 -3.043 0.222
H 2.595 2.315 -4.464 0.196
C -1.731 -0.264 4.858 -0.580
C -0.659 -0.036 3.780 -0.178
C 0.510 -1.006 4.004 -0.588
C -0.213 1.429 3.774 -0.605
C -1.220 -0.333 2.476 0.407
N -1.636 -0.606 1.439 -0.372
H -1.300 -0.102 5.846 0.196
H -2.114 -1.282 4.807 0.203
H -2.557 0.427 4.719 0.225
H 0.999 -0.794 4.953 0.191
H 1.236 -0.922 3.198 0.252
H 0.139 -2.031 4.023 0.203
H 0.139 1.720 4.764 0.184
H -1.044 2.072 3.487 0.275
H 0.581 1.592 3.050 0.242
C -2.914 0.362 -1.094 -0.846
H -3.408 -0.602 -1.200 0.182
H -3.030 0.953 -2.000 0.180
H -3.292 0.908 -0.231 0.216
O -2.373 2.654 1.602 -1.128
Se -1.285 3.228 0.569 2.800
O -0.133 4.034 1.343 -1.116
O -0.513 1.923 -0.222 -1.065
O -1.950 4.115 -0.591 -1.120
```

total energy	-4792.81144	hartree
spin multiplicity	6
LUMO level (alpha / beta)	4.646 / 2.926	eV
Kohn-Sham gap (alpha / beta)	0.1371 / 0.1670	hartree
net charge	-2
energy above the lowest of the compared OMol25 structures with the same formula, charge and spin	2.435	eV
E_HOMO (alpha / beta)	0.91 / -1.62	eV

Record 3
DFT (ωB97M-V/def2-TZVPD) results for a 2-piece molecular cluster, C14H22BN3O4PS overall.

```
46
Properties=species:S:1:pos:R:3:nbo_charge:R:1
C -4.435 1.084 0.677 -0.640
C -3.027 0.502 0.176 -0.417
C -1.754 1.422 0.624 -0.259
N -0.645 1.395 -0.417 -0.085
N 0.354 0.576 -0.112 -0.157
C 1.406 0.468 -1.047 -0.149
P 2.823 -0.749 -0.648 1.669
O 2.575 -2.081 -1.716 -0.929
O 2.555 -1.321 0.930 -0.929
S 4.581 -0.009 -0.941 -0.417
C 1.492 1.251 -2.419 -0.107
C 0.264 2.200 -2.681 -0.146
C -0.849 2.230 -1.559 -0.071
B -2.120 3.189 -1.880 1.168
O -2.530 4.226 -0.955 -0.876
O -2.859 3.080 -3.107 -0.731
C -3.526 1.788 -3.232 -0.080
C -4.068 1.637 -4.735 -0.650
H -4.987 1.657 -0.161 0.218
H -4.385 1.672 1.656 0.235
H -5.107 0.166 0.893 0.242
H -2.839 -0.543 0.622 0.233
H -2.960 0.421 -0.962 0.208
H -2.045 2.479 0.931 0.264
H -1.367 0.917 1.590 0.259
H 1.615 -2.316 -1.748 0.491
H 1.757 -1.905 0.891 0.501
H 2.346 1.115 -3.164 0.299
H 0.177 2.825 -3.627 0.283
H -3.475 4.438 -1.141 0.517
H -4.372 1.772 -2.445 0.185
H -2.804 0.907 -3.039 0.170
H -3.651 0.685 -5.224 0.224
H -3.727 2.514 -5.399 0.246
H -5.207 1.535 -4.716 0.235
N 4.686 -5.159 4.172 -0.409
C 4.138 -4.357 3.246 0.028
C 4.056 -2.979 3.369 -0.275
C 4.567 -2.392 4.518 -0.167
C 5.138 -3.198 5.493 -0.259
C 5.174 -4.566 5.273 0.036
H 3.749 -4.863 2.368 0.187
H 3.605 -2.381 2.588 0.219
H 4.522 -1.317 4.652 0.215
H 5.546 -2.774 6.401 0.224
H 5.613 -5.238 6.003 0.199
```

total energy	-1776.01290	hartree
spin multiplicity	1
LUMO level	-5.524	eV
Kohn-Sham gap	0.2087	hartree
net charge	+1
E_HOMO	-11.20	eV

Record 4
DFT (ωB97M-V/def2-TZVPD) results for an isolated ion of composition C14H22BO3 and charge -1.

```
40
Properties=species:S:1:pos:R:3:nbo_charge:R:1
C 3.019 -1.809 0.254 -0.623
C 1.487 -1.624 -0.102 -0.435
C 0.502 -2.237 0.961 -0.049
O -0.022 -1.307 1.896 -0.581
C -1.414 -0.974 1.648 -0.272
B -1.606 0.199 0.492 0.057
C -3.046 0.064 -0.320 -0.626
C -2.830 -1.091 -1.394 -0.526
C -2.135 -0.597 -2.690 0.813
O -1.999 0.537 -3.039 -0.558
O -1.619 -1.595 -3.555 -0.745
C -1.287 1.721 1.050 -0.642
C 0.210 2.032 0.690 0.078
C 0.478 2.679 -0.586 -0.246
C 1.858 2.941 -0.968 -0.225
C 2.904 2.526 -0.047 -0.278
C 2.645 1.905 1.242 -0.230
C 1.265 1.641 1.625 -0.248
H 3.437 -2.785 -0.095 0.189
H 3.568 -1.014 -0.327 0.208
H 3.202 -1.585 1.332 0.206
H 1.298 -2.130 -1.086 0.179
H 1.340 -0.523 -0.262 0.254
H -0.335 -2.813 0.466 0.158
H 1.085 -3.022 1.535 0.155
H -1.798 -0.531 2.617 0.167
H -2.046 -1.856 1.343 0.144
H -0.756 -0.040 -0.341 -0.074
H -3.927 -0.123 0.347 0.188
H -3.190 1.002 -0.919 0.215
H -3.757 -1.686 -1.597 0.214
H -2.106 -1.811 -0.907 0.216
H -1.111 -2.232 -3.019 0.479
H -1.404 1.806 2.170 0.188
H -1.938 2.520 0.604 0.198
H -0.388 2.930 -1.237 0.222
H 2.050 3.422 -1.949 0.205
H 3.963 2.707 -0.339 0.195
H 3.458 1.590 1.931 0.204
H 0.950 1.163 2.573 0.227
```

total energy	-797.21846	hartree
spin multiplicity	1
LUMO level	3.197	eV
Kohn-Sham gap	0.2795	hartree
net charge	-1
energy above the lowest of the compared OMol25 structures with the same formula, charge and spin	1.624	eV
E_HOMO	-4.41	eV